# 1
The following is a DFT calculation (ωB97M-V/def2-TZVPD) of a 6-piece molecular cluster, C21H46B2FNO16S6 overall at a distorted geometry.

Structure (XYZ):
```
93
Properties=species:S:1:pos:R:3:forces:R:3
C -1.277194 -1.429483 4.239585 0.68 -0.01 1.50
O -1.917368 -2.554688 3.598480 -1.18 1.61 -1.48
B -2.821491 -2.197850 2.594532 1.60 -2.09 -1.03
O -2.605063 -2.773359 1.305290 -0.67 0.42 2.05
N -4.027406 -1.299856 2.752605 1.80 1.58 0.33
B -4.801611 -1.566464 3.989321 -1.46 -0.81 1.07
O -5.146591 -2.919642 4.212151 1.17 1.76 -0.70
O -5.262489 -0.613873 4.918373 1.02 -1.15 -0.84
S -3.706041 0.346978 2.518096 -3.62 4.45 1.96
O -4.972455 1.001538 2.114260 3.03 -2.24 -0.46
O -3.145265 1.056877 3.677524 0.27 -2.36 -2.31
F -2.604775 0.478157 1.310245 -1.37 -1.10 1.46
H -0.839764 -0.688797 3.544163 -0.48 -0.55 0.17
H -1.939434 -0.896329 4.961407 0.30 -0.32 -0.70
H -0.439028 -1.845857 4.843491 -0.57 0.29 -0.51
H -3.240134 -3.503179 1.257428 -0.01 0.00 -0.67
H -5.172447 -3.020780 5.169470 -0.46 -0.23 0.05
H -4.516404 -0.346398 5.470458 -0.14 0.64 -0.06
O -2.019512 -1.135768 -3.750179 0.27 0.01 -0.01
S -1.305204 0.048261 -3.332872 0.21 0.18 -0.03
O 0.136301 0.128594 -3.376286 -0.20 -0.35 -0.07
C -1.990823 1.457388 -4.188252 -0.32 0.31 -0.13
C -3.126645 1.926937 -3.284592 -0.06 -0.04 0.06
C -2.578695 1.858830 -1.855183 -0.04 0.13 0.02
C -1.874063 0.507800 -1.699856 -0.22 0.19 0.45
H -2.323746 1.161291 -5.181255 0.13 -0.13 0.03
H -1.208062 2.213143 -4.264169 0.03 -0.09 0.01
H -3.455057 2.933372 -3.545087 0.00 -0.05 -0.01
H -3.983956 1.255577 -3.383083 0.03 0.03 -0.04
H -1.860285 2.668827 -1.701815 -0.02 -0.04 -0.03
H -3.368505 1.977912 -1.112902 0.05 -0.03 -0.01
H -1.020412 0.572464 -1.027816 0.04 -0.17 -0.11
H -2.560246 -0.265275 -1.354923 0.07 -0.05 -0.09
O 2.133452 0.557719 5.051771 -0.32 -0.13 -0.03
S 1.089884 1.503017 4.730495 -0.03 0.35 0.21
O -0.309769 1.184198 4.908943 0.34 -0.23 0.11
C 1.447258 3.047846 5.550270 0.17 0.34 0.06
C 2.319378 3.809461 4.559726 0.11 0.09 -0.07
C 1.673922 3.591843 3.187357 -0.03 0.10 0.04
C 1.351796 2.099406 3.061019 0.03 0.21 -0.53
H 1.941762 2.855073 6.500437 -0.08 -0.16 -0.03
H 0.499416 3.561968 5.716865 -0.01 -0.09 -0.01
H 2.384613 4.873386 4.815951 -0.14 -0.77 -0.11
H 3.333606 3.398008 4.560689 -0.04 -0.01 0.05
H 0.750308 4.174274 3.123387 0.03 -0.03 0.02
H 2.325960 3.922443 2.377312 -0.04 -0.04 0.01
H 0.450998 1.926921 2.473125 0.01 -0.16 0.11
H 2.185944 1.543796 2.633184 -0.04 -0.07 0.13
O 0.432913 -6.916861 -1.026666 -0.29 -0.10 0.05
S -0.598125 -5.987052 -1.426089 -0.09 0.29 -0.07
O -2.000352 -6.254129 -1.192695 0.18 -0.29 0.13
C -0.196764 -4.377465 -0.766452 0.18 0.37 0.08
C 0.673128 -3.737359 -1.842224 0.06 -0.06 -0.07
C 0.001649 -4.074321 -3.176277 -0.08 0.21 -0.02
C -0.351623 -5.564355 -3.150194 0.14 0.17 -0.37
H 0.309482 -4.486162 0.191111 -0.12 -0.15 0.01
H -1.131082 -3.829299 -0.636832 0.03 -0.08 0.03
H 0.763364 -2.660298 -1.695190 0.00 -0.03 -0.02
H 1.678329 -4.167618 -1.815951 -0.03 0.03 0.05
H -0.910383 -3.480990 -3.283346 0.05 0.00 0.03
H 0.645350 -3.839346 -4.022224 -0.05 -0.07 0.03
H -1.264534 -5.773439 -3.705237 0.01 -0.15 0.14
H 0.463401 -6.175751 -3.534197 -0.04 -0.02 0.10
O 5.066007 6.070746 5.390361 -0.35 -0.09 -0.01
S 4.020456 7.011046 5.067421 0.04 0.33 0.11
O 2.620560 6.685959 5.241614 0.35 0.31 0.16
C 4.367448 8.554650 5.894303 0.15 0.39 0.13
C 5.240203 9.321990 4.908029 0.10 -0.03 -0.08
C 4.601606 9.107274 3.532339 -0.03 0.14 -0.01
C 4.286472 7.613895 3.401355 0.04 0.23 -0.46
H 4.859032 8.360863 6.845763 -0.09 -0.17 -0.02
H 3.417166 9.064207 6.059183 -0.01 -0.09 0.00
H 5.300188 10.379287 5.166109 0.00 -0.05 0.01
H 6.254971 8.915151 4.911815 -0.04 0.02 0.05
H 3.676619 9.686058 3.466158 0.03 -0.03 0.01
H 5.255149 9.442839 2.726828 -0.04 -0.03 0.02
H 3.389548 7.439707 2.809410 0.02 -0.16 0.10
H 5.124600 7.062917 2.975645 -0.04 -0.08 0.13
O 1.149693 -5.435659 -5.851402 0.08 0.19 -0.17
S 0.841162 -5.007050 -7.195747 0.09 0.17 -0.28
O 1.246353 -3.716023 -7.698051 0.04 -0.16 0.37
C 1.385833 -6.271799 -8.332435 0.03 -0.40 -0.21
C 0.191698 -7.211871 -8.450451 -0.08 -0.05 0.07
C -1.040629 -6.308234 -8.557935 -0.03 -0.05 -0.11
C -0.914334 -5.230020 -7.477021 -0.49 -0.12 -0.13
H 2.279774 -6.756536 -7.944584 0.01 0.16 0.08
H 1.603652 -5.789231 -9.285962 0.01 0.06 0.08
H 0.286399 -7.872279 -9.312673 0.01 0.02 0.04
H 0.116037 -7.834387 -7.554730 0.05 0.01 -0.04
H -1.062992 -5.839139 -9.545159 0.02 -0.01 0.04
H -1.966478 -6.872689 -8.443446 0.03 0.05 0.00
H -1.348648 -4.284243 -7.795114 0.13 0.05 0.16
H -1.366912 -5.548661 -6.538263 0.12 0.05 0.03
```
Forces are in eV/Å.

## Properties
* structure (SMILES): COB(O)N(B(O)O)S(=O)(=O)F.O=S1(=O)CCCC1.O=S1(=O)CCCC1.O=S1(=O)CCCC1.O=S1(=O)CCCC1.O=S1(=O)CCCC1
* E_LUMO: 0.0055 Ha
* energy: -4625.18837 a.u.
* highest occupied orbital energy: -9.64 eV



# 2
The following is a DFT calculation (ωB97M-V/def2-TZVPD) of a 2-piece molecular cluster, C2H2OS overall at a distorted geometry.

Structure (XYZ):
```
6
Properties=species:S:1:pos:R:3:forces:R:3
C -0.712283 -0.151748 0.465520 -0.50 0.92 0.49
C -0.607324 -1.303860 0.143555 0.24 -0.63 -0.71
H -0.787409 0.920558 0.734586 -0.02 -1.61 -0.17
H -0.428172 -2.278725 -0.324097 -0.29 0.90 0.74
O 1.283500 1.806520 0.129853 0.15 -0.65 -1.37
S 1.251688 1.007256 -1.149417 0.43 1.07 1.02
```
Forces are in eV/Å.

## Properties
* structure (SMILES): C#C.O=S
* E_LUMO (spin up / spin down): -0.0570 / -0.0563 Ha
* relative energy (zero: lowest compared OMol25 entry of this formula, charge and spin): 3.1107 eV
* energy: -550.67392 a.u.
* highest occupied orbital energy (spin up / spin down): -9.26 / -9.05 eV